# 1
This record from OMol25 describes a structure of composition C9H8ClN2O6PS. The level of theory is ωB97M-V with the def2-TZVPD basis set.

Positions of all 28 atoms, in Å:
1 Cl 3.55 2.53 0.15
2 S -1.69 -0.29 2.38
3 P 0.49 2.32 -1.02
4 O -1.07 2.59 -0.89
5 O 0.46 1.07 -1.99
6 O -0.50 -3.22 -1.33
7 O -1.54 -2.17 -2.99
8 O 0.17 -3.56 -3.45
9 O 1.30 3.46 -1.44
10 N -0.38 -0.36 3.29
11 N -1.15 0.59 1.16
12 C 2.31 1.75 1.04
13 C 1.03 1.63 0.57
14 C 0.57 0.33 2.66
15 C -0.55 -3.04 -2.67
16 C -2.33 -1.93 -1.82
17 C 2.74 1.21 2.30
18 C 0.13 0.89 1.41
19 C -1.36 -2.26 -0.71
20 C 1.90 0.52 3.10
21 H 2.24 0.11 4.04
22 H 3.76 1.37 2.59
23 H -0.41 0.83 -2.32
24 H -1.24 3.21 -0.17
25 H -2.68 -0.90 -1.81
26 H -0.76 -1.39 -0.42
27 H -1.82 -2.69 0.17
28 H -3.19 -2.60 -1.84

Properties
* HOMO-LUMO gap: 0.309 Eh
* E: -57376.9210 eV
* molecular weight: 338.66 g/mol
* LUMO energy: -0.0492 hartree

Here are the natural (NBO) charges for atoms 1 to 5, given in e: number 1, Cl, carries 0.082; number 2, S, carries 0.968; number 3, P, carries 2.364; number 4, O, carries -0.981; number 5, O, carries -0.988

# 2
This record from OMol25 describes an isolated molecule of C9H8ClN5OS3 in a non-equilibrium geometry. The level of theory is ωB97M-V with the def2-TZVPD basis set.

Positions of all 27 atoms, in Å:
1 Cl 4.14 -0.57 0.29
2 S -0.47 3.36 -0.49
3 S -1.40 -2.77 -0.77
4 S -3.19 -2.53 1.67
5 O 2.76 -0.92 -2.78
6 N 0.90 1.21 -1.12
7 N -0.86 -1.28 1.25
8 N 0.15 -1.10 0.42
9 N 1.72 2.53 0.67
10 N 0.97 -1.74 -1.69
11 C -2.94 -1.53 3.17
12 C 2.71 1.69 0.84
13 C 1.90 0.35 -0.94
14 C 1.95 -0.81 -1.89
15 C -1.76 -2.10 0.82
16 C -1.37 2.55 -1.84
17 C 2.86 0.55 0.05
18 C 0.06 -1.77 -0.67
19 C 0.85 2.25 -0.30
20 H -2.88 -0.49 2.89
21 H -2.23 3.17 -2.06
22 H -0.72 2.48 -2.71
23 H 3.42 1.93 1.63
24 H -1.68 1.56 -1.52
25 H 0.92 -2.48 -2.39
26 H -3.80 -1.72 3.80
27 H -2.02 -1.85 3.65

Properties
* HOMO-LUMO gap: 0.321 Eh
* E: -63988.5445 eV
* SMILES: CSc1ncc(Cl)c(C(=O)Nc2nnc(SC)s2)n1
* molecular weight: 333.85 g/mol
* LUMO energy: 0.0048 hartree

Here are the natural (NBO) charges for atoms 1 to 5, given in e: number 1, Cl, carries 0.043; number 2, S, carries 0.300; number 3, S, carries 0.328; number 4, S, carries 0.302; number 5, O, carries -0.532

# 3
This record from OMol25 describes an isolated molecule of C9H8F4N2 in a non-equilibrium geometry. The level of theory is ωB97M-V with the def2-TZVPD basis set.

Positions of all 23 atoms, in Å:
1 F 1.91 -0.46 1.76
2 F -3.17 0.85 -0.71
3 F -1.05 -1.97 -1.72
4 F -1.95 2.36 0.24
5 N -1.86 1.27 -0.66
6 N -1.66 -2.09 -0.48
7 C 2.13 1.68 -0.93
8 C 0.93 1.71 -0.35
9 C -1.03 0.26 -0.15
10 C 1.27 -0.63 0.48
11 C 2.82 0.42 -1.13
12 C -1.66 -1.05 0.23
13 C -2.30 -1.12 1.57
14 C 0.30 0.47 0.06
15 C 2.41 -0.69 -0.51
16 H 0.37 2.63 -0.26
17 H 0.77 -1.60 0.57
18 H 2.59 2.58 -1.30
19 H 2.93 -1.63 -0.60
20 H 3.67 0.40 -1.80
21 H -1.67 -0.64 2.31
22 H -3.26 -0.60 1.55
23 H -2.47 -2.16 1.84

Properties
* HOMO-LUMO gap: 0.303 Eh
* E: -23305.5096 eV
* SMILES: CC(=N/F)/C(=C1/C=CC=C[C@H]1F)N(F)F
* molecular weight: 220.17 g/mol
* LUMO energy: -0.0335 hartree
* ΔE to the lowest compared entry with this formula, charge and spin: 0.741 eV

Here are the natural (NBO) charges for atoms 1 to 5, given in e: number 1, F, carries -0.370; number 2, F, carries -0.211; number 3, F, carries -0.253; number 4, F, carries -0.234; number 5, N, carries 0.305

# 4
This record from OMol25 describes an isolated molecule of C9H8O2 in a non-equilibrium geometry. The level of theory is ωB97M-V with the def2-TZVPD basis set.

Positions of all 19 atoms, in Å:
1 O -1.74 2.17 -2.39
2 O -1.48 1.87 0.91
3 C -0.36 0.36 -1.31
4 C 0.91 -1.60 -1.97
5 C -1.10 1.34 -1.84
6 C 1.21 -1.82 -0.63
7 C 0.24 -0.53 -2.34
8 C -0.13 0.11 0.20
9 C -0.16 0.62 2.53
10 C -0.67 0.85 1.20
11 C 0.72 -1.05 0.35
12 H 0.17 -0.32 -3.33
13 H 0.79 -1.50 1.33
14 H -0.71 -0.11 3.11
15 H -0.29 1.60 3.05
16 H 0.83 0.29 2.53
17 H 1.82 -2.59 -0.40
18 H -1.46 2.59 1.60
19 H 1.39 -2.29 -2.61

Properties
* HOMO-LUMO gap (alpha / beta): 0.263 / 0.263 Eh
* E: -13554.7914 eV
* SMILES: C/C(O)=c1\ccccc1=C=O
* molecular weight: 148.16 g/mol
* LUMO energy (alpha / beta): 0.0161 / 0.0161 hartree
* ΔE to the lowest compared entry with this formula, charge and spin: 2.896 eV

Here are the natural (NBO) charges for atoms 1 to 5, given in e: number 1, O, carries -0.454; number 2, O, carries -0.668; number 3, C, carries -0.373; number 4, C, carries -0.265; number 5, C, carries 0.772

# 5
This record from OMol25 describes a cluster of 2 separate species, C9H8O2S in total in a non-equilibrium geometry. The level of theory is ωB97M-V with the def2-TZVPD basis set.

Positions of all 20 atoms, in Å:
1 S 3.95 0.84 0.13
2 O -0.48 -0.16 -1.86
3 O -4.10 -0.89 0.18
4 C 0.17 0.56 -1.15
5 C -2.98 -0.74 0.99
6 C 2.47 1.37 -0.54
7 C 3.45 -0.78 -0.08
8 C -0.88 2.48 0.25
9 C 1.61 0.39 -0.84
10 C -1.85 -1.34 0.90
11 C 2.19 -0.90 -0.52
12 C -0.38 1.67 -0.48
13 H 1.62 -1.83 -0.50
14 H -1.33 3.14 0.90
15 H 3.98 -1.62 0.34
16 H -3.93 -1.37 -0.65
17 H -1.01 -1.09 1.49
18 H -1.69 -2.26 0.24
19 H 2.29 2.48 -0.60
20 H -3.09 0.05 1.80

Properties
* HOMO-LUMO gap: 0.331 Eh
* E: -24388.9210 eV
* SMILES: C#CC(=O)c1ccsc1.C=CO
* molecular weight: 180.23 g/mol
* LUMO energy: -0.0064 hartree
* ΔE to the lowest compared entry with this formula, charge and spin: 3.582 eV

Here are the natural (NBO) charges for atoms 1 to 5, given in e: number 1, S, carries 0.470; number 2, O, carries -0.481; number 3, O, carries -0.702; number 4, C, carries 0.483; number 5, C, carries 0.153

# 6
This record from OMol25 describes an isolated molecule of C9H8OS2 in a non-equilibrium geometry. The level of theory is ωB97M-V with the def2-TZVPD basis set.

Positions of all 20 atoms, in Å:
1 S 0.98 0.55 2.37
2 S -1.96 -1.23 1.69
3 O 1.15 0.26 -1.22
4 C -0.77 -1.04 -0.59
5 C -1.61 -2.23 -0.69
6 C 2.15 1.67 1.62
7 C -2.22 -2.50 0.46
8 C 1.91 1.92 0.34
9 C -0.11 0.86 0.87
10 C 0.76 1.21 -0.36
11 C 0.02 -0.39 -1.70
12 C -0.83 -0.39 0.57
13 H -0.80 1.72 1.02
14 H -2.70 -3.44 0.76
15 H -1.56 -2.95 -1.51
16 H 0.31 2.02 -0.96
17 H 3.00 2.01 2.21
18 H 2.65 2.46 -0.25
19 H -0.61 0.48 -2.05
20 H 0.23 -1.01 -2.59

Properties
* HOMO-LUMO gap: 0.340 Eh
* E: -33178.8914 eV
* SMILES: C1=C[C@H]2OCc3ccsc3[C@H]2S1
* molecular weight: 196.30 g/mol
* LUMO energy: 0.0303 hartree
* ΔE to the lowest compared entry with this formula, charge and spin: 1.310 eV

Here are the natural (NBO) charges for atoms 1 to 5, given in e: number 1, S, carries 0.230; number 2, S, carries 0.349; number 3, O, carries -0.492; number 4, C, carries -0.111; number 5, C, carries -0.258

# 7
This record from OMol25 describes an isolated molecule of C9H8OS2 in a non-equilibrium geometry. The level of theory is ωB97M-V with the def2-TZVPD basis set.

Positions of all 20 atoms, in Å:
1 S 2.62 0.15 -1.17
2 S -2.49 2.43 -0.58
3 O 2.90 2.28 0.30
4 C 2.27 1.26 0.18
5 C -1.11 0.26 0.10
6 C 1.16 0.81 1.10
7 C 0.55 -1.49 0.33
8 C -1.94 -0.68 -0.54
9 C -1.55 -1.99 -0.71
10 C -0.30 -2.40 -0.27
11 C -1.67 1.50 0.53
12 C 0.18 -0.17 0.51
13 H -2.21 -2.68 -1.20
14 H 0.64 1.70 1.47
15 H -2.92 -0.36 -0.86
16 H -2.93 3.36 0.30
17 H 0.01 -3.43 -0.40
18 H 1.53 -1.81 0.66
19 H 3.59 0.91 -1.68
20 H 1.67 0.34 1.95

Properties
* HOMO-LUMO gap (alpha / beta): 0.282 / 0.287 Eh
* E: -33177.2824 eV
* ⟨S²⟩: 2.0324
* molecular weight: 196.30 g/mol
* LUMO energy (alpha / beta): 0.0226 / -0.0548 hartree
* spin multiplicity: 3

Here are the natural (NBO) charges for atoms 1 to 5, given in e: number 1, S, carries -0.044; number 2, S, carries 0.091; number 3, O, carries -0.539; number 4, C, carries 0.458; number 5, C, carries -0.209

# 8
This record from OMol25 describes a structure of composition C9H9AgBN2O4 in a non-equilibrium geometry. The level of theory is ωB97M-V with the def2-TZVPD basis set.

Positions of all 26 atoms, in Å:
1 Ag -0.38 -1.83 -4.30
2 O -1.53 -0.51 -2.52
3 O 0.81 -0.61 -3.04
4 O -2.71 0.27 2.87
5 O 1.41 -0.01 4.44
6 N -0.69 0.83 3.91
7 N 2.57 -0.79 -0.87
8 C -0.91 -0.07 0.34
9 C 0.15 -0.36 -0.55
10 C -0.64 0.10 1.67
11 C 0.65 -0.01 2.13
12 C -1.54 0.42 2.82
13 C 0.61 0.26 3.62
14 C 1.71 -0.30 1.32
15 C -1.91 0.91 -2.63
16 C 1.47 -0.50 -0.05
17 B -0.21 -0.49 -2.04
18 H -0.62 1.85 3.90
19 H -1.37 1.52 -1.91
20 H -1.72 1.28 -3.63
21 H 1.41 0.13 -2.87
22 H -2.96 0.97 -2.39
23 H 3.28 -1.25 -0.32
24 H 2.34 -1.43 -1.62
25 H -1.92 0.01 -0.02
26 H 2.71 -0.39 1.73

Properties
* HOMO-LUMO gap: 0.249 Eh
* E: -25319.0898 eV
* molecular weight: 327.86 g/mol
* LUMO energy: -0.2013 hartree
* net charge: +1
* ΔE to the lowest compared entry with this formula, charge and spin: 0.354 eV

Here are the natural (NBO) charges for atoms 1 to 5, given in e: number 1, Ag, carries 0.965; number 2, O, carries -0.776; number 3, O, carries -1.015; number 4, O, carries -0.472; number 5, O, carries -0.453

# 9
This record from OMol25 describes an isolated molecule of C9H9Br2N3 in a non-equilibrium geometry. The level of theory is ωB97M-V with the def2-TZVPD basis set.

Positions of all 23 atoms, in Å:
1 Br -5.02 -0.98 0.04
2 Br -0.55 -3.33 -0.43
3 N -2.32 -0.56 0.19
4 N -1.34 0.30 -0.16
5 N 1.04 0.35 -0.36
6 C -1.82 1.43 -0.73
7 C -0.08 -0.03 0.01
8 C -3.41 -0.01 -0.25
9 C 2.42 -1.42 0.67
10 C -0.03 -2.18 1.08
11 C 1.41 -2.19 1.49
12 C -3.20 1.29 -0.83
13 C -0.92 2.44 -1.27
14 C 2.25 -0.35 -0.06
15 H 0.15 2.43 -0.85
16 H -0.85 2.30 -2.33
17 H 1.87 -3.22 1.43
18 H 3.06 -0.03 -0.60
19 H -3.99 2.03 -0.94
20 H -1.43 3.47 -0.90
21 H 1.52 -1.73 2.53
22 H -0.63 -2.62 1.84
23 H 3.40 -1.82 0.74

Properties
* HOMO-LUMO gap (alpha / beta): 0.302 / 0.302 Eh
* E: -154028.9276 eV
* molecular weight: 319.00 g/mol
* LUMO energy (alpha / beta): -0.0004 / -0.0004 hartree
* ΔE to the lowest compared entry with this formula, charge and spin: 2.698 eV

Here are the natural (NBO) charges for atoms 1 to 5, given in e: number 1, Br, carries 0.091; number 2, Br, carries -0.024; number 3, N, carries -0.262; number 4, N, carries -0.289; number 5, N, carries -0.503

# 10
This record from OMol25 describes a structure of composition C9H9Br2NO2 in a non-equilibrium geometry. The level of theory is ωB97M-V with the def2-TZVPD basis set.

Positions of all 23 atoms, in Å:
1 Br -1.73 2.55 -0.88
2 Br -4.57 1.07 -0.58
3 O -0.61 -1.56 -2.77
4 O 1.49 -2.02 0.50
5 N 0.12 -0.30 0.49
6 C -0.58 -0.51 -0.72
7 C 0.02 -0.88 -2.00
8 C -2.70 0.97 -0.29
9 C 2.21 -0.13 1.84
10 C -0.72 0.50 1.45
11 C -2.09 0.23 0.85
12 C 1.28 -0.93 0.94
13 C 1.31 -0.19 -2.34
14 C -1.88 -0.39 -0.50
15 H 1.43 0.56 -1.67
16 H -0.56 0.16 2.43
17 H 2.11 -0.91 -2.32
18 H 2.39 0.91 1.56
19 H -2.89 -0.19 1.59
20 H 1.22 0.24 -3.43
21 H 3.29 -0.45 1.67
22 H 1.92 -0.29 2.85
23 H -0.48 1.54 1.32

Properties
* HOMO-LUMO gap: 0.297 Eh
* E: -155144.9164 eV
* molecular weight: 322.98 g/mol
* LUMO energy: -0.0286 hartree
* ΔE to the lowest compared entry with this formula, charge and spin: 2.886 eV

Here are the natural (NBO) charges for atoms 1 to 5, given in e: number 1, Br, carries 0.063; number 2, Br, carries 0.135; number 3, O, carries -0.474; number 4, O, carries -0.547; number 5, N, carries -0.443

# 11
This record from OMol25 describes an isolated molecule of C9H9BrClNO2 in a non-equilibrium geometry. The level of theory is ωB97M-V with the def2-TZVPD basis set.

Positions of all 23 atoms, in Å:
1 Br 4.45 -0.13 -0.19
2 Cl 1.52 3.25 0.54
3 O 0.88 -1.40 0.84
4 O 2.73 -1.05 1.98
5 N 2.18 -1.05 0.91
6 C -0.06 -0.39 1.46
7 C -0.87 1.51 -0.06
8 C 2.69 -0.62 -0.22
9 C -2.00 0.76 -0.23
10 C 0.13 0.96 0.85
11 C 2.00 -0.76 -1.57
12 C -1.35 -1.03 1.17
13 C -2.27 -0.52 0.38
14 C 1.20 1.70 1.10
15 H 1.82 1.61 1.96
16 H 1.37 -1.65 -1.61
17 H 0.20 -0.32 2.61
18 H -3.09 -1.17 0.02
19 H -0.57 2.32 -0.61
20 H 1.40 0.22 -1.79
21 H 2.92 -0.92 -2.23
22 H -1.47 -2.13 1.43
23 H -2.77 1.15 -0.80

Properties
* HOMO-LUMO gap: 0.298 Eh
* E: -97623.0606 eV
* SMILES: C/C(Br)=[N+](/[O-])O[C@@H]1C=CC=C/C1=C\Cl
* molecular weight: 278.53 g/mol
* LUMO energy: -0.0142 hartree
* ΔE to the lowest compared entry with this formula, charge and spin: 1.996 eV

Here are the natural (NBO) charges for atoms 1 to 5, given in e: number 1, Br, carries 0.136; number 2, Cl, carries 0.035; number 3, O, carries -0.375; number 4, O, carries -0.492; number 5, N, carries 0.331

# 12
This record from OMol25 describes a structure of composition C9H9BrO in a non-equilibrium geometry. The level of theory is ωB97M-V with the def2-TZVPD basis set.

Positions of all 20 atoms, in Å:
1 Br -0.82 2.98 1.30
2 O 0.17 0.71 2.65
3 C -1.94 0.45 1.45
4 C -0.60 1.03 1.62
5 C 1.34 -0.33 -0.11
6 C 1.37 -0.12 -2.47
7 C 0.26 0.67 -2.46
8 C 2.00 -0.57 -1.29
9 C 0.24 0.50 -0.17
10 C -2.32 -0.64 2.12
11 C -0.26 1.10 -1.22
12 H 3.02 -0.92 -1.33
13 H -0.01 1.41 3.44
14 H -3.34 -0.94 2.07
15 H -1.70 -1.06 2.94
16 H -1.22 1.66 -1.32
17 H 1.86 -0.50 0.86
18 H 0.00 1.07 -3.37
19 H 1.98 -0.27 -3.37
20 H -2.69 1.02 0.97

Properties
* HOMO-LUMO gap: 0.348 Eh
* E: -81565.4091 eV
* molecular weight: 213.07 g/mol
* LUMO energy: 0.0204 hartree
* ΔE to the lowest compared entry with this formula, charge and spin: 1.588 eV

Here are the natural (NBO) charges for atoms 1 to 5, given in e: number 1, Br, carries -0.064; number 2, O, carries -0.709; number 3, C, carries -0.292; number 4, C, carries 0.281; number 5, C, carries -0.278